(1)
4 unconnected molecules or ions with the total composition C28H76N9O8P5S at a distorted geometry, computed with ωB97M-V/def2-TZVPD.

Last columns: bonded neighbours and bond lengths (Å).
Geometry (Å):
1 C -1.10 5.14 3.28  C2 1.558, H19 1.098, H20 1.099, H21 1.100
2 C 0.03 5.94 2.57  C1 1.558, C3 1.563, H22 1.104, H23 1.100
3 C 1.15 4.96 2.08  C2 1.563, C4 1.573, H24 1.096, H25 1.102
4 C 2.22 4.72 3.21  C3 1.573, C5 1.545, C6 1.566, H26 1.104
5 C 3.56 5.41 2.90  C4 1.545, H27 1.099, H28 1.101, H29 1.106
6 C 2.31 3.22 3.66  C4 1.566, O7 1.399, O12 1.453, P17 1.902
7 O 2.18 2.30 2.62  C6 1.399, C8 1.416
8 C 3.09 2.45 1.55  O7 1.416, C9 1.574, H30 1.096, H31 1.108
9 C 3.52 1.05 0.98  C8 1.574, C10 1.547, O11 1.413, H32 1.108
10 C 3.48 1.10 -0.56  C9 1.547, H33 1.101, H34 1.100, H35 1.105
11 O 2.67 0.06 1.53  C9 1.413, H36 0.968
12 O 1.11 2.98 4.45  C6 1.453, C13 1.371
13 C 1.27 3.11 5.80  O12 1.371, O14 1.154, P15 1.894
14 O 1.45 2.21 6.50  C13 1.154
15 P 1.09 4.76 6.72  C13 1.894, S16 1.943, H37 1.421, H38 1.414
16 S 2.78 5.58 7.22  P15 1.943
17 P 3.91 2.77 4.57  C6 1.902, O18 1.480, H39 1.415, H40 1.426
18 O 3.92 1.35 4.98  P17 1.480
19 H -2.04 5.70 3.35  C1 1.098
20 H -0.80 4.84 4.29  C1 1.099
21 H -1.23 4.21 2.70  C1 1.100
22 H 0.47 6.70 3.24  C2 1.104
23 H -0.40 6.45 1.70  C2 1.100
24 H 0.69 4.03 1.75  C3 1.096
25 H 1.67 5.49 1.26  C3 1.102
26 H 1.81 5.26 4.09  C4 1.104
27 H 4.01 5.12 1.94  C5 1.099
28 H 4.29 5.37 3.73  C5 1.101
29 H 3.33 6.49 2.78  C5 1.106
30 H 4.02 3.00 1.77  C8 1.096
31 H 2.60 2.99 0.72  C8 1.108
32 H 4.58 0.89 1.26  C9 1.108
33 H 4.16 0.35 -0.98  C10 1.101
34 H 2.45 0.97 -0.93  C10 1.100
35 H 3.85 2.09 -0.88  C10 1.105
36 H 3.14 -0.78 1.40  O11 0.968
37 H 0.39 5.64 5.84  P15 1.421
38 H 0.26 4.56 7.85  P15 1.414
39 H 4.18 3.63 5.66  P17 1.415
40 H 5.00 2.91 3.66  P17 1.426
41 C -0.59 1.98 12.14  N42 1.449, H52 1.098, H53 1.091, H54 1.091
42 N -1.68 2.07 11.19  C41 1.449, C43 1.458, P44 1.727
43 C -2.71 3.02 11.56  N42 1.458, H55 1.099, H56 1.092, H57 1.091
44 P -2.10 0.92 9.97  N42 1.727, O45 1.518, N46 1.717, N49 1.762
45 O -2.31 1.93 8.86  P44 1.518
46 N -0.70 0.19 9.30  P44 1.717, C47 1.450, C48 1.460
47 C 0.56 -0.01 9.99  N46 1.450, H58 1.096, H59 1.095, H60 1.089
48 C -0.44 0.40 7.88  N46 1.460, H61 1.090, H62 1.089, H63 1.093
49 N -2.19 -0.40 11.13  P44 1.762, C50 1.488, C51 1.480
50 C -2.49 -1.70 10.48  N49 1.488, H64 1.094, H65 1.092, H66 1.087
51 C -3.22 -0.25 12.18  N49 1.480, H67 1.093, H68 1.089, H69 1.091
52 H -0.61 1.07 12.75  C41 1.098
53 H -0.60 2.82 12.83  C41 1.091
54 H 0.38 2.05 11.64  C41 1.091
55 H -3.47 2.58 12.23  C43 1.099
56 H -3.23 3.40 10.68  C43 1.092
57 H -2.29 3.90 12.07  C43 1.091
58 H 1.18 0.89 9.96  C47 1.096
59 H 1.13 -0.82 9.53  C47 1.095
60 H 0.42 -0.31 11.03  C47 1.089
61 H -0.01 1.38 7.69  C48 1.090
62 H -1.36 0.30 7.30  C48 1.089
63 H 0.25 -0.36 7.49  C48 1.093
64 H -3.46 -1.69 9.97  C50 1.094
65 H -2.49 -2.51 11.22  C50 1.092
66 H -1.73 -1.97 9.74  C50 1.087
67 H -4.20 -0.02 11.75  C51 1.093
68 H -2.96 0.54 12.89  C51 1.089
69 H -3.30 -1.16 12.77  C51 1.091
70 C 1.66 -0.14 -6.45  N71 1.450, H81 1.098, H82 1.091, H83 1.090
71 N 1.82 -0.29 -5.01  C70 1.450, C72 1.457, P73 1.727
72 C 3.20 -0.26 -4.57  N71 1.457, H84 1.099, H85 1.093, H86 1.091
73 P 0.66 -0.92 -3.89  N71 1.727, O74 1.517, N75 1.719, N78 1.760
74 O 0.85 0.16 -2.84  P73 1.517
75 N -0.93 -0.47 -4.35  P73 1.719, C76 1.449, C77 1.458
76 C -1.37 -0.21 -5.71  N75 1.449, H87 1.097, H88 1.095, H89 1.089
77 C -1.69 0.37 -3.43  N75 1.458, H90 1.097, H91 1.088, H92 1.094
78 N 0.46 -2.40 -4.81  P73 1.760, C79 1.487, C80 1.479
79 C -0.57 -3.29 -4.22  N78 1.487, H93 1.094, H94 1.091, H95 1.086
80 C 1.67 -3.24 -4.93  N78 1.479, H96 1.093, H97 1.089, H98 1.091
81 H 1.40 -1.07 -6.96  C70 1.098
82 H 2.58 0.23 -6.91  C70 1.091
83 H 0.91 0.62 -6.69  C70 1.090
84 H 3.68 -1.25 -4.61  C72 1.099
85 H 3.27 0.09 -3.53  C72 1.093
86 H 3.80 0.43 -5.16  C72 1.091
87 H -1.14 0.81 -6.03  C76 1.097
88 H -2.45 -0.34 -5.79  C76 1.095
89 H -0.95 -0.92 -6.42  C76 1.089
90 H -1.38 1.43 -3.50  C77 1.097
91 H -1.56 0.04 -2.40  C77 1.088
92 H -2.76 0.31 -3.65  C77 1.094
93 H -0.29 -3.61 -3.21  C79 1.094
94 H -0.70 -4.18 -4.84  C79 1.091
95 H -1.54 -2.81 -4.17  C79 1.086
96 H 2.13 -3.43 -3.96  C80 1.093
97 H 2.41 -2.78 -5.58  C80 1.089
98 H 1.43 -4.19 -5.39  C80 1.091
99 C -0.77 -3.82 -11.76  N100 1.449, H110 1.098, H111 1.091, H112 1.091
100 N -0.62 -3.77 -10.32  C99 1.449, C101 1.458, P102 1.725
101 C 0.76 -3.64 -9.89  N100 1.458, H113 1.099, H114 1.093, H115 1.091
102 P -1.76 -4.27 -9.12  N100 1.725, O103 1.516, N104 1.721, N107 1.760
103 O -1.61 -3.04 -8.24  P102 1.516
104 N -3.36 -3.93 -9.64  P102 1.721, C105 1.450, C106 1.459
105 C -3.81 -3.88 -11.02  N104 1.450, H116 1.097, H117 1.095, H118 1.089
106 C -4.14 -2.98 -8.84  N104 1.459, H119 1.096, H120 1.088, H121 1.094
107 N -1.92 -5.87 -9.82  P102 1.760, C108 1.488, C109 1.480
108 C -2.93 -6.70 -9.10  N107 1.488, H122 1.094, H123 1.091, H124 1.087
109 C -0.68 -6.68 -9.82  N107 1.480, H125 1.093, H126 1.089, H127 1.090
110 H -1.00 -4.83 -12.15  C99 1.098
111 H 0.14 -3.50 -12.27  C99 1.091
112 H -1.55 -3.13 -12.11  C99 1.091
113 H 1.27 -4.61 -9.79  C101 1.099
114 H 0.82 -3.15 -8.91  C101 1.093
115 H 1.35 -3.02 -10.57  C101 1.091
116 H -3.61 -2.90 -11.47  C105 1.097
117 H -4.90 -4.04 -11.07  C105 1.095
118 H -3.37 -4.66 -11.63  C105 1.089
119 H -3.86 -1.95 -9.06  C106 1.096
120 H -4.01 -3.17 -7.78  C106 1.088
121 H -5.21 -3.10 -9.04  C106 1.094
122 H -2.64 -6.86 -8.05  C108 1.094
123 H -3.03 -7.67 -9.58  C108 1.091
124 H -3.91 -6.24 -9.11  C108 1.087
125 H -0.22 -6.72 -8.83  C109 1.093
126 H 0.05 -6.30 -10.53  C109 1.089
127 H -0.89 -7.71 -10.14  C109 1.090

Results
SMILES string	CCC[C@H](C)[C@](OC[C@H](C)O)(OC(=O)[PH2]=S)[PH2]=O.CN(C)P(=O)(N(C)C)N(C)C.CN(C)P(=O)(N(C)C)N(C)C.CN(C)P(=O)(N(C)C)N(C)C
HOMO-LUMO gap	7.620	eV
spin multiplicity	1


(2)
10 unconnected molecules or ions with the total composition C28H76O10 at a distorted geometry, computed with ωB97M-V/def2-TZVPD.

Last columns: bonded neighbours and bond lengths (Å).
Geometry (Å):
1 C -3.71 4.85 0.64  C2 1.495, H5 1.050, H6 1.095, H7 1.087
2 C -3.79 3.53 -0.04  C1 1.495, C3 1.494, O4 1.251, H8 1.085
3 C -2.58 3.23 -0.88  C2 1.494, H9 1.112, H10 1.076, H11 1.069
4 O -4.07 2.57 0.71  C2 1.251, H12 0.981
5 H -3.36 5.59 -0.02  C1 1.050
6 H -3.08 4.74 1.53  C1 1.095
7 H -4.73 5.04 0.98  C1 1.087
8 H -4.56 3.60 -0.80  C2 1.085
9 H -2.87 2.61 -1.75  C3 1.112
10 H -1.79 2.83 -0.28  C3 1.076
11 H -2.20 4.09 -1.39  C3 1.069
12 H -3.35 2.46 1.37  O4 0.981
13 C 0.11 -1.39 1.24  C14 1.540, H17 1.074, H18 1.090, H19 1.104
14 C -0.88 -0.93 0.16  C13 1.540, C15 1.510, O16 1.281, H20 1.089
15 C -1.85 -2.03 -0.23  C14 1.510, H21 1.074, H22 1.090, H23 1.087
16 O -1.52 0.15 0.42  C14 1.281, H24 0.901
17 H 0.92 -1.87 0.73  C13 1.074
18 H -0.48 -2.00 1.93  C13 1.090
19 H 0.39 -0.63 1.99  C13 1.104
20 H -0.36 -0.70 -0.77  C14 1.089
21 H -1.35 -2.97 -0.37  C15 1.074
22 H -2.37 -1.73 -1.15  C15 1.090
23 H -2.46 -2.16 0.65  C15 1.087
24 H -2.25 0.17 -0.12  O16 0.901
25 C 0.84 -3.07 -2.69  C26 1.537, H29 1.088, H30 1.113, H31 1.062
26 C 2.07 -3.07 -3.61  C25 1.537, C27 1.498, O28 1.215, H32 1.103
27 C 1.89 -3.85 -4.87  C26 1.498, H33 1.105, H34 1.096, H35 1.092
28 O 2.54 -1.97 -3.86  C26 1.215, H36 0.995
29 H 0.92 -2.41 -1.84  C25 1.088
30 H 0.54 -4.11 -2.40  C25 1.113
31 H -0.01 -2.78 -3.26  C25 1.062
32 H 2.88 -3.55 -3.04  C26 1.103
33 H 2.87 -3.89 -5.38  C27 1.105
34 H 1.23 -3.28 -5.53  C27 1.096
35 H 1.46 -4.85 -4.73  C27 1.092
36 H 3.29 -1.76 -3.24  O28 0.995
37 C -3.70 1.82 4.06  C38 1.473, H41 1.096, H42 1.079, H43 1.097
38 C -2.33 1.47 3.63  C37 1.473, C39 1.491, O40 1.262, H44 1.106
39 C -2.12 -0.01 3.70  C38 1.491, H45 1.132, H46 1.090, H47 1.073
40 O -1.99 1.88 2.49  C38 1.262, H48 0.908
41 H -4.37 1.45 3.28  C37 1.096
42 H -3.72 2.89 4.21  C37 1.079
43 H -4.05 1.33 4.98  C37 1.097
44 H -1.63 1.82 4.40  C38 1.106
45 H -1.05 -0.32 3.92  C39 1.132
46 H -2.50 -0.44 2.78  C39 1.090
47 H -2.60 -0.54 4.49  C39 1.073
48 H -1.85 1.12 2.01  O40 0.908
49 C 3.82 -2.14 -0.26  C50 1.552, H53 1.019, H54 1.121, H55 1.066
50 C 4.98 -1.97 -1.28  C49 1.552, C51 1.525, O52 1.272, H56 1.082
51 C 5.53 -3.37 -1.52  C50 1.525, H57 1.131, H58 1.092, H59 1.064
52 O 4.69 -1.35 -2.35  C50 1.272, H60 0.995
53 H 3.56 -1.26 0.18  C49 1.019
54 H 4.20 -2.71 0.62  C49 1.121
55 H 2.92 -2.56 -0.64  C49 1.066
56 H 5.76 -1.45 -0.74  C50 1.082
57 H 4.80 -4.14 -1.94  C51 1.131
58 H 5.95 -3.77 -0.60  C51 1.092
59 H 6.35 -3.33 -2.19  C51 1.064
60 H 5.48 -1.24 -2.95  O52 0.995
61 C 3.09 -1.85 3.36  C62 1.486, H65 1.085, H66 1.064, H67 1.099
62 C 2.95 -0.85 4.45  C61 1.486, C63 1.530, O64 1.238, H68 1.106
63 C 3.12 -1.35 5.89  C62 1.530, H69 1.096, H70 1.079, H71 1.160
64 O 3.74 0.09 4.29  C62 1.238, H72 0.945
65 H 2.44 -2.70 3.55  C61 1.085
66 H 4.11 -2.16 3.33  C61 1.064
67 H 2.76 -1.38 2.42  C61 1.099
68 H 1.92 -0.47 4.33  C62 1.106
69 H 2.34 -2.08 6.11  C63 1.096
70 H 2.98 -0.47 6.51  C63 1.079
71 H 4.16 -1.83 6.09  C63 1.160
72 H 3.35 0.59 3.59  O64 0.945
73 C 0.25 2.00 -2.10  C74 1.491, H77 1.076, H78 1.079, H79 1.069
74 C 1.28 1.03 -2.60  C73 1.491, C75 1.543, O76 1.261, H80 1.100
75 C 2.15 0.50 -1.44  C74 1.543, H81 1.064, H82 1.057, H83 1.062
76 O 0.73 0.01 -3.10  C74 1.261, H84 0.949
77 H -0.09 1.64 -1.15  C73 1.076
78 H -0.67 2.03 -2.66  C73 1.079
79 H 0.53 3.03 -1.99  C73 1.069
80 H 1.94 1.49 -3.35  C74 1.100
81 H 3.14 0.28 -1.76  C75 1.064
82 H 1.80 -0.35 -0.91  C75 1.057
83 H 2.25 1.25 -0.70  C75 1.062
84 H 1.41 -0.58 -3.38  O76 0.949
85 C -2.99 1.35 -4.41  C86 1.558, H89 1.052, H90 1.109, H91 1.103
86 C -2.67 0.01 -3.67  C85 1.558, C87 1.523, O88 1.238, H92 1.090
87 C -3.75 -1.06 -3.80  C86 1.523, H93 1.120, H94 1.118, H95 1.104
88 O -1.66 -0.52 -4.14  C86 1.238, H96 0.949
89 H -2.15 1.95 -4.61  C85 1.052
90 H -3.54 1.97 -3.67  C85 1.109
91 H -3.61 1.23 -5.31  C85 1.103
92 H -2.55 0.21 -2.61  C86 1.090
93 H -3.91 -1.45 -4.84  C87 1.120
94 H -4.78 -0.73 -3.50  C87 1.118
95 H -3.60 -1.95 -3.18  C87 1.104
96 H -0.92 -0.13 -3.68  O88 0.949
97 C 1.03 2.82 1.23  C98 1.522, H101 1.081, H102 1.061, H103 1.134
98 C 1.96 2.47 2.38  C97 1.522, C99 1.499, O100 1.276, H104 1.051
99 C 1.14 2.09 3.58  C98 1.499, H105 1.041, H106 1.055, H107 1.052
100 O 2.82 1.57 2.10  C98 1.276, H108 0.959
101 H 0.45 1.96 0.92  C97 1.081
102 H 1.62 3.22 0.45  C97 1.061
103 H 0.32 3.60 1.66  C97 1.134
104 H 2.47 3.36 2.58  C98 1.051
105 H 0.49 2.86 3.86  C99 1.041
106 H 1.75 1.88 4.41  C99 1.055
107 H 0.54 1.24 3.42  C99 1.052
108 H 3.49 1.84 1.48  O100 0.959
109 C -4.80 -0.53 0.12  O110 1.410, H111 1.068, H112 1.066, H113 1.124
110 O -4.16 0.39 -0.73  C109 1.410, H114 0.986
111 H -5.82 -0.22 0.26  C109 1.068
112 H -4.34 -0.70 1.07  C109 1.066
113 H -4.84 -1.57 -0.31  C109 1.124
114 H -4.14 1.26 -0.25  O110 0.986

Results
SMILES string	CC(C)O.CC(C)O.CC(C)O.CC(C)O.CC(C)O.CC(C)O.CC(C)O.CC(C)O.CC(C)O.CO
ΔE to the lowest compared entry with this formula, charge and spin	839.5	kJ/mol
HOMO-LUMO gap	9.031	eV
spin multiplicity	1


Record order is preserved below.
LUMO energy: -0.37, 0.16 eV